[1]
{"formula": "C20H38NOSbSe2Te2W", "method": "ωB97M-V with the def2-TZVPD basis set", "symbols": ["W", "Se", "Te", "Te", "Se", "O", "C", "C", "C", "C", "C", "C", "C", "C", "N", "H", "H", "H", "H", "H", "H", "H", "H", "H", "H", "H", "C", "C", "C", "C", "Sb", "C", "C", "C", "C", "C", "C", "C", "C", "H", "H", "H", "H", "H", "H", "H", "H", "H", "H", "H", "H", "H", "H", "H", "H", "H", "H", "H", "H", "H", "H", "H", "H", "H", "H", "H"], "positions_angstrom": [[-0.3296, 0.9502, 2.1747], [-1.3148, 2.4421, 0.8495], [1.9191, -0.0739, 3.8744], [1.7965, 2.3073, 2.8246], [0.9120, -0.6596, 0.5883], [-1.6712, -0.7693, 2.1571], [-2.9593, -0.9680, 2.8175], [-2.7452, -1.6705, 4.1336], [-1.5422, -1.0897, 4.8817], [-1.6472, 0.3927, 5.1239], [-2.1663, 0.8123, 6.3426], [-2.3368, 2.1532, 6.6245], [-1.9744, 3.0774, 5.6552], [-1.4599, 2.6137, 4.4702], [-1.2892, 1.3005, 4.1800], [-1.3776, -1.5221, 1.6219], [-3.6041, -1.5134, 2.1319], [-3.3651, 0.0335, 2.9479], [-2.5786, -2.7379, 3.9801], [-3.6582, -1.5745, 4.7262], [-0.6306, -1.3199, 4.3364], [-1.4545, -1.5802, 5.8495], [-2.4303, 0.0598, 7.0729], [-2.7363, 2.4711, 7.5781], [-2.0788, 4.1415, 5.8085], [-1.1591, 3.3132, 3.7069], [2.4275, 1.5891, -3.7602], [1.7775, 1.6795, -2.3806], [0.6688, 2.7261, -2.3924], [2.8047, 2.0203, -1.3052], [0.9409, -0.2781, -1.9009], [-1.0417, -0.5933, -2.7696], [-1.3896, -2.0709, -2.6224], [-2.0476, 0.2623, -2.0100], [-0.9751, -0.1907, -4.2410], [2.3303, -1.8765, -2.4375], [1.9138, -3.1558, -1.7122], [2.2866, -2.0856, -3.9507], [3.7283, -1.4697, -1.9752], [2.8163, 2.5796, -4.0128], [1.7212, 1.3090, -4.5441], [3.2678, 0.8977, -3.7837], [1.1185, 3.6966, -2.6206], [0.1809, 2.8123, -1.4222], [-0.0868, 2.5364, -3.1548], [3.2426, 2.9933, -1.5462], [3.6195, 1.2989, -1.2491], [2.3406, 2.0946, -0.3195], [-1.3555, -2.4028, -1.5821], [-0.7407, -2.7116, -3.2178], [-2.4118, -2.2174, -2.9832], [-2.0938, -0.0120, -0.9541], [-3.0375, 0.0935, -2.4439], [-1.8318, 1.3284, -2.0869], [-0.2426, -0.7707, -4.8034], [-0.7633, 0.8702, -4.3751], [-1.9531, -0.3830, -4.6921], [0.9221, -3.5035, -1.9957], [1.9518, -3.0458, -0.6278], [2.6262, -3.9393, -1.9837], [1.3139, -2.4442, -4.2908], [3.0190, -2.8545, -4.2103], [2.5465, -1.1895, -4.5138], [3.7633, -1.2704, -0.9023], [4.1201, -0.6059, -2.5103], [4.4037, -2.3061, -2.1738]], "forces_ev_per_angstrom": [[0.7, 0.5, 0.1], [0.0, -0.1, 0.2], [0.0, -0.2, 0.0], [-0.6, -0.3, -0.2], [-0.1, 0.0, 0.2], [0.1, 0.1, -0.1], [0.0, 0.1, 0.0], [-0.1, -0.1, 0.1], [0.1, 0.0, 0.0], [0.0, -0.1, 0.0], [0.0, 0.1, 0.1], [0.0, -0.1, 0.0], [0.0, -0.1, -0.1], [-0.1, 0.1, 0.0], [0.1, 0.0, -0.1], [0.0, 0.0, 0.0], [0.0, 0.0, 0.0], [0.0, 0.0, 0.0], [0.0, 0.0, 0.0], [0.0, 0.0, 0.0], [0.0, 0.0, 0.0], [0.0, 0.0, 0.0], [0.0, 0.0, 0.0], [0.0, 0.0, 0.0], [0.0, 0.0, 0.0], [0.0, 0.0, 0.0], [0.0, 0.0, 0.0], [0.0, 0.0, 0.0], [0.0, 0.0, 0.0], [0.0, 0.0, 0.0], [0.0, 0.0, -0.1], [0.1, 0.0, 0.1], [0.0, 0.0, 0.0], [0.0, 0.0, 0.0], [0.0, 0.0, 0.0], [0.0, -0.1, 0.0], [0.0, 0.0, 0.0], [0.0, 0.0, 0.0], [0.0, 0.0, 0.0], [0.0, 0.0, 0.0], [0.0, 0.0, 0.0], [0.0, 0.0, 0.0], [0.0, 0.0, 0.0], [0.0, 0.0, 0.0], [0.0, 0.0, 0.0], [0.0, 0.0, 0.0], [0.0, 0.0, 0.0], [0.0, 0.0, 0.0], [0.0, 0.0, 0.0], [0.0, 0.0, 0.0], [0.0, 0.0, 0.0], [0.0, 0.0, 0.0], [0.0, 0.0, 0.0], [0.0, 0.0, 0.0], [0.0, 0.0, 0.0], [0.0, 0.0, 0.0], [0.0, 0.0, 0.0], [0.0, 0.0, 0.0], [0.0, 0.0, 0.0], [0.0, 0.0, 0.0], [0.0, 0.0, 0.0], [0.0, 0.0, 0.0], [0.0, 0.0, 0.0], [0.0, 0.0, 0.0], [0.0, 0.0, 0.0], [0.0, 0.0, 0.0]], "total_charge": 2, "gap_ev": 5.3, "de_lowest_kcal_mol": 0.5}

[2]
{"formula": "C11H11F3N2O2", "method": "ωB97M-V with the def2-TZVPD basis set", "symbols": ["C", "C", "O", "N", "C", "C", "C", "C", "C", "N", "C", "O", "C", "F", "F", "F", "C", "C", "H", "H", "H", "H", "H", "H", "H", "H", "H", "H", "H"], "positions_angstrom": [[-3.1326, 5.1903, 0.8886], [-2.3803, 3.8920, 1.0707], [-1.9624, 3.5398, 2.1524], [-2.1950, 3.1477, -0.0667], [-2.6272, 3.6130, -1.3680], [-1.4411, 1.9561, -0.0167], [-0.4898, 1.6820, -0.9964], [0.2479, 0.5144, -0.9652], [0.0485, -0.3998, 0.0620], [0.7670, -1.6061, 0.1641], [1.6774, -2.0972, -0.6923], [2.0752, -1.6153, -1.7233], [2.2584, -3.4715, -0.2274], [2.1413, -4.3940, -1.1829], [1.6411, -3.9655, 0.8661], [3.5537, -3.3662, 0.0826], [-0.8978, -0.1297, 1.0466], [-1.6399, 1.0320, 1.0068], [-3.1388, 5.7091, 1.8433], [-2.6566, 5.8202, 0.1413], [-4.1604, 4.9989, 0.5872], [-3.6586, 3.9614, -1.3207], [-1.9999, 4.4269, -1.7427], [-2.5836, 2.7834, -2.0708], [-0.3043, 2.3915, -1.7876], [0.9811, 0.3182, -1.7288], [0.5399, -2.1496, 0.9882], [-1.0588, -0.8378, 1.8467], [-2.3685, 1.2297, 1.7744]], "forces_ev_per_angstrom": [[0.1, 0.0, 0.3], [-0.1, 0.3, -0.1], [0.0, 0.0, 0.3], [0.0, -0.1, -0.1], [-0.1, 0.2, -0.2], [0.3, -0.4, 0.0], [-0.3, 0.1, 0.3], [0.1, -0.2, 0.0], [-0.1, 0.3, -0.2], [-0.3, 0.0, 0.5], [0.2, -0.6, 0.1], [0.0, 0.0, 0.0], [0.2, -0.3, 0.0], [-0.1, 0.2, -0.1], [-0.2, 0.1, 0.1], [0.0, 0.2, -0.1], [0.1, 0.0, -0.2], [0.0, 0.0, -0.1], [0.0, 0.0, 0.0], [0.0, 0.1, -0.1], [-0.1, 0.0, -0.1], [0.0, 0.0, -0.1], [0.0, 0.0, -0.1], [0.0, 0.1, 0.0], [0.0, 0.1, -0.1], [0.0, 0.0, 0.0], [0.2, -0.1, -0.3], [0.0, -0.1, 0.1], [0.0, 0.0, 0.0]], "smiles": "CC(=O)N(C)c1ccc(NC(=O)C(F)(F)F)cc1", "gap_ev": 9.1}

[3]
{"formula": "C13H25ClIN2P2Ti", "method": "ωB97M-V with the def2-TZVPD basis set", "symbols": ["C", "I", "H", "H", "H", "Ti", "P", "C", "C", "H", "H", "H", "H", "H", "H", "C", "H", "H", "H", "P", "C", "C", "H", "H", "H", "C", "H", "H", "H", "H", "H", "H", "Cl", "N", "C", "C", "C", "C", "C", "N", "C", "H", "H", "H", "H"], "positions_angstrom": [[-0.5871, 0.0522, -3.0264], [-2.6350, -0.1159, -1.5340], [0.5119, 0.0836, -2.8181], [-0.8445, 0.9838, -3.4774], [-0.7237, -0.8479, -3.6134], [-0.2349, 0.0097, -0.7803], [0.0743, 2.4902, -0.4358], [-1.5183, 3.3459, -0.2022], [1.1193, 3.1849, 0.8355], [1.1584, 4.2766, 0.7403], [0.7625, 4.2625, -1.8705], [2.1194, 2.7533, 0.7298], [1.7961, 2.8000, -2.1321], [-1.9678, 3.0563, 0.7580], [0.6927, 2.8980, 1.8009], [0.7696, 3.1678, -1.9731], [-1.3381, 4.4326, -0.2237], [0.1235, 2.8401, -2.8024], [-2.1803, 3.0308, -1.0193], [0.0862, -2.5227, -0.1052], [-1.4662, -3.3530, 0.2754], [0.7990, -3.4258, -1.5204], [2.1683, -2.6027, 1.1077], [1.2654, -4.1547, 1.2683], [0.7272, -2.6961, 2.1839], [1.1785, -3.0603, 1.2505], [1.7873, -3.0059, -1.7659], [0.8888, -4.4964, -1.2815], [-1.2999, -4.4212, 0.4200], [-2.1554, -3.1747, -0.5486], [0.1036, -3.2667, -2.3594], [-1.8843, -2.9262, 1.1873], [1.9862, -0.1379, -1.3090], [2.8236, 0.0917, 5.2648], [1.8898, 0.0868, 4.5890], [0.6898, 0.0913, 3.7847], [-0.5883, 0.1140, 4.3255], [-1.6547, 0.1132, 3.4807], [-1.4689, 0.1174, 2.1208], [-0.2457, 0.0921, 1.5646], [0.8311, 0.1009, 2.3930], [-0.7738, 0.0824, 5.3755], [-2.6369, 0.0913, 3.8954], [-2.3591, 0.1048, 1.5018], [1.8277, 0.1230, 1.9060]], "forces_ev_per_angstrom": [[-2.1, -0.4, -1.1], [0.3, 0.0, -2.0], [-0.3, -0.1, 1.4], [-0.5, 0.3, -0.6], [-0.5, 0.1, -0.3], [4.6, -0.8, 2.8], [-0.1, 1.2, 0.0], [-0.1, -0.5, -0.2], [0.3, -0.7, 0.5], [-0.1, -0.2, 0.0], [0.0, -0.3, -0.2], [0.0, 0.2, 0.2], [-0.4, 0.2, 0.1], [0.1, 0.2, -0.2], [0.2, 0.2, 0.1], [-0.2, -0.6, -0.2], [-0.1, -0.4, 0.0], [0.4, 0.5, 0.0], [0.0, 0.4, 0.2], [0.7, -1.2, 0.3], [-0.3, 0.5, -0.1], [-0.3, 0.7, -0.4], [-0.2, -0.3, 0.2], [-0.1, 0.3, -0.1], [0.3, -0.3, 0.0], [0.0, 1.1, 0.2], [-0.4, -0.3, 0.0], [-0.1, 0.4, -0.1], [0.0, 0.0, -0.1], [-0.2, -0.3, 0.0], [0.4, -0.4, 0.0], [-0.1, -0.1, 0.1], [-0.9, 0.2, 0.8], [-0.4, 0.0, -0.5], [0.0, 0.0, 0.4], [0.8, 0.2, -0.5], [0.7, -0.3, 0.3], [-0.5, 0.1, -0.4], [-0.2, -0.2, 0.1], [0.0, 0.2, -0.8], [0.2, 0.0, -0.7], [0.2, 0.1, 0.7], [-0.6, 0.1, 0.1], [0.3, 0.0, -0.2], [-0.7, -0.1, 0.5]], "total_charge": 3, "gap_ev": 5.1}

E_tot values (in eV) by entry order: -178523.8034 -26814.2980 -79153.8258.